No. 1
Density functional theory data (ωB97M-V/def2-TZVPD) for 12 unconnected molecules or ions with the total composition C48H96O36.

```
180
Properties=species:S:1:pos:R:3:forces:R:3
C -0.590932 -0.462410 -3.240048 -0.3724 -0.1467 -0.7644
C -0.460305 -1.865580 -3.803996 -0.5507 -0.3264 0.9719
O -1.767922 -2.373824 -4.142253 0.0971 0.3579 -0.3136
C -2.577772 -2.836088 -3.209066 -0.5371 -0.1959 -1.1531
O -2.304383 -3.165358 -2.094329 0.1966 0.1459 0.8883
O -3.778604 -2.944383 -3.796109 -0.0973 0.0794 -0.1702
C -4.800817 -3.633121 -3.080862 -0.0560 -0.0526 -0.0764
H 0.365780 -0.114201 -2.854606 -0.0459 0.2597 -0.2110
H -1.313261 -0.443498 -2.422034 0.1146 -0.1765 0.0250
H -1.003978 0.172744 -4.023777 0.3199 0.3468 0.1282
H -0.009481 -2.482183 -3.022893 -0.0344 -0.3086 -0.5103
H 0.034502 -1.974295 -4.763100 0.5085 0.3333 0.1971
H -5.610083 -3.846048 -3.776194 0.1946 0.1224 -0.2377
H -5.211167 -2.983803 -2.309161 0.1917 -0.2712 0.3394
H -4.407682 -4.582784 -2.723927 -0.1101 0.1208 0.4347
C 1.990110 -0.309433 2.979946 0.4191 0.0137 0.0429
C 3.103250 0.025629 2.000897 -0.3821 0.3151 0.0642
O 4.235459 -0.798213 2.289796 -0.1743 -1.0117 -1.2258
C 5.061137 -0.589911 3.267410 0.4859 0.8303 0.5912
O 5.096573 0.367780 3.990318 -0.1466 0.3387 0.4322
O 5.938418 -1.600188 3.308111 -0.3124 -0.9485 -0.3496
C 6.845113 -1.606576 4.376918 1.4646 1.2776 0.7339
H 1.865570 -1.392008 3.030621 -0.1438 0.0004 -0.0649
H 1.040800 0.161158 2.735751 0.0483 -0.0060 -0.1998
H 2.278362 0.034578 3.972648 -0.0718 -0.0041 0.0383
H 3.345897 1.089677 2.008373 0.2962 -0.0211 0.3202
H 2.892662 -0.219831 0.962276 -0.2630 -0.1725 0.0813
H 6.436018 -1.836139 5.360408 -0.4516 -0.2711 -0.2463
H 7.310239 -0.619285 4.486019 -0.2785 0.0450 -0.0270
H 7.697737 -2.248198 4.163869 -0.4555 -0.4724 -0.2986
C -3.843270 -10.315683 -1.298227 0.3572 -0.3434 -0.0947
C -3.007129 -9.934709 -0.086839 -0.4612 -0.4873 0.3270
O -3.052804 -8.556717 0.287438 -0.3891 0.1519 0.0019
C -2.276510 -7.722652 -0.381585 1.0701 0.3859 -0.5707
O -1.497797 -8.014364 -1.254791 -0.0576 -0.3095 -0.1263
O -2.445137 -6.497569 0.081993 -0.8334 0.0339 1.2772
C -1.546563 -5.487003 -0.310201 1.0002 0.2938 -1.7020
H -4.024957 -11.391311 -1.230012 -0.0522 0.0019 0.0282
H -3.294954 -10.175008 -2.228560 -0.1082 0.3260 -0.0132
H -4.816368 -9.830503 -1.337967 0.0732 0.1813 0.0855
H -1.981648 -10.281976 -0.206599 0.0665 0.2328 -0.0183
H -3.427883 -10.405912 0.801477 0.0713 -0.1329 -0.0557
H -1.690313 -5.262936 -1.372484 -0.2041 0.0808 0.2675
H -0.496892 -5.774177 -0.247571 -0.1273 -0.3371 0.4647
H -1.695979 -4.579835 0.265880 -0.3805 -0.2338 0.2151
C 1.615979 6.822926 -2.595679 -1.1239 -1.2987 0.3578
C 0.114146 7.071224 -2.613228 0.6260 1.7801 -0.2040
O -0.534329 6.420274 -1.524636 -0.3422 -0.9554 -0.5547
C -0.513104 6.954944 -0.327342 -0.1887 0.8249 -0.0105
O 0.033320 7.980256 -0.021683 0.3885 0.3291 0.3485
O -1.267907 6.214340 0.466943 -0.5390 -1.2949 0.2413
C -1.460352 6.651802 1.804719 0.1914 1.0406 -0.0245
H 1.986922 7.199569 -1.645363 0.3182 0.3208 -0.2374
H 2.095599 7.231934 -3.478745 0.1372 0.0471 0.0901
H 1.724619 5.736423 -2.537266 0.5011 0.2145 -0.2170
H -0.443324 6.797846 -3.506294 0.3341 -0.5156 -0.0028
H 0.024567 8.163258 -2.544614 -0.5255 -0.1384 0.3515
H -1.869199 7.661295 1.762731 0.1673 0.1104 0.2287
H -0.510273 6.659559 2.334519 0.0125 0.0536 0.1070
H -2.181991 6.037449 2.332687 0.0585 -0.4599 -0.4311
C -3.960197 3.606975 -1.338899 -0.4922 -0.5312 1.6649
C -4.042486 2.432766 -2.287073 0.3633 0.6488 0.5655
O -3.735549 2.865461 -3.622506 -0.5295 -0.5959 0.0879
C -2.460225 2.926695 -3.980798 -0.7209 0.6782 0.0516
O -1.507350 2.721908 -3.286742 0.7500 -0.4373 0.1358
O -2.473592 3.337642 -5.236499 -0.5466 0.4143 -0.9065
C -1.282215 3.365308 -5.981325 1.6161 -0.4550 0.4137
H -4.325642 3.298817 -0.345074 -0.1841 -0.3905 -0.2203
H -4.671441 4.390575 -1.593944 0.5041 0.3294 -0.4123
H -2.954622 3.898798 -1.038646 0.1060 0.4398 -0.8574
H -5.065868 2.061509 -2.290511 0.0374 -0.0579 -0.4290
H -3.369841 1.638293 -1.965360 0.1138 -0.0019 -0.1904
H -1.470709 3.537785 -7.035621 -0.5422 -0.1367 0.0756
H -0.769188 2.409265 -5.832243 -0.0358 -0.0357 -0.3382
H -0.560293 4.121930 -5.661895 -0.3987 0.2095 0.2592
C -2.242899 2.656089 2.956529 -0.0578 0.6320 -0.1450
C -1.262899 2.001416 3.915706 -1.0772 0.7527 -0.2873
O -2.022262 1.049805 4.675265 -0.5002 -0.1632 -0.0840
C -1.363598 0.101317 5.312949 0.9737 0.2149 -0.4196
O -0.173605 -0.063037 5.285465 0.4065 0.0200 0.0294
O -2.207480 -0.658270 5.979158 -0.9167 -0.6579 0.1900
C -1.596114 -1.679595 6.764384 0.2497 0.0477 0.8014
H -1.706573 3.464316 2.451118 0.0659 -0.2640 -0.3460
H -3.117010 3.158756 3.377146 0.1528 -0.2936 0.6349
H -2.639576 1.957640 2.223747 0.2397 -0.0316 -0.1109
H -0.869019 2.740889 4.612081 0.2975 -0.1203 -0.0071
H -0.473446 1.554562 3.317000 0.1552 -0.3022 0.4013
H -1.074705 -2.450348 6.203859 0.0517 0.2754 -0.4105
H -2.368549 -2.166808 7.353645 -0.2554 0.2116 -0.1301
H -0.898894 -1.191173 7.441893 0.1611 -0.2197 0.0519
C 5.087420 1.903845 -0.853332 0.8155 -0.3113 0.3364
C 5.760912 3.274241 -0.772251 -1.0454 -0.8274 -0.5218
O 5.190537 3.995561 0.320242 -0.3597 0.1740 0.2154
C 4.011853 4.622012 0.163416 1.4635 1.5213 -0.8350
O 3.388658 4.762045 -0.865958 -0.0312 -0.8244 0.5885
O 3.827735 5.323158 1.280415 -0.3227 -0.5866 0.5882
C 2.572821 5.974282 1.459253 -0.3940 -0.2444 -0.0891
H 5.089848 1.406657 0.115674 -0.0106 0.1727 0.2244
H 5.668246 1.227444 -1.486857 -0.2245 0.1638 -0.3037
H 4.061284 1.976018 -1.190891 -0.0183 0.0125 -0.0851
H 5.600217 3.786664 -1.723340 0.0296 0.3242 0.1702
H 6.827819 3.202741 -0.587012 -0.0192 0.0535 0.2406
H 2.587928 6.421108 2.448863 0.2867 0.2564 -0.1274
H 1.755164 5.248204 1.485077 0.0740 -0.0602 -0.2608
H 2.397860 6.699906 0.668305 -0.0403 0.1073 0.1135
C 1.144092 -3.098217 -0.673003 0.2675 -1.3094 -0.6431
C 2.025338 -2.108108 -1.395508 -0.3506 0.7553 -0.2459
O 3.323675 -1.954472 -0.813174 -0.5131 0.3476 0.8134
C 4.247886 -2.849093 -1.129168 0.2892 0.5979 -0.2093
O 4.211432 -3.641855 -2.024325 -0.2302 -0.6449 -0.3538
O 5.282778 -2.630132 -0.331839 0.1410 -0.1686 0.7020
C 6.454120 -3.387765 -0.586527 0.3694 -0.2391 -1.0604
H 0.268817 -3.322081 -1.289791 0.0133 0.0685 0.0472
H 0.756643 -2.895395 0.323898 0.4189 0.6319 0.0332
H 1.704831 -4.035835 -0.622524 -0.1815 -0.1134 0.1426
H 1.538542 -1.131216 -1.377223 0.4324 0.1623 0.2295
H 2.209981 -2.335017 -2.447236 -0.3770 -0.4694 0.0550
H 6.302316 -4.455127 -0.755975 -0.5035 -0.0016 0.5095
H 7.133666 -3.210570 0.236457 0.0204 0.0834 0.0387
H 6.869780 -3.070447 -1.546175 0.2746 0.3002 0.1977
C -6.278705 -1.961217 4.718577 0.7777 0.7361 0.6653
C -5.066749 -1.069299 4.399216 -0.9961 -0.1449 0.6213
O -4.800786 -1.307752 3.011334 0.7491 0.0042 0.1997
C -5.051673 -0.350896 2.130160 -0.3509 -0.2623 -0.4195
O -5.454762 0.755003 2.329308 -0.1716 0.7109 0.3035
O -4.819114 -0.876948 0.931014 0.1025 -1.2457 -0.5901
C -5.178850 -0.156342 -0.241463 0.1064 0.8676 0.3681
H -5.926594 -2.977259 4.558261 -0.5925 -0.1944 -0.2826
H -7.136891 -1.643205 4.133070 0.0058 -0.3877 -0.3002
H -6.578448 -1.872400 5.766556 0.1831 0.0388 0.0061
H -4.207800 -1.363078 5.000365 0.1145 -0.1067 -0.4131
H -5.237937 -0.014162 4.611036 -0.0912 0.0112 -0.3416
H -4.970118 -0.752238 -1.126422 0.3686 -0.2554 0.2750
H -4.569678 0.749949 -0.227831 -0.3071 0.1152 -0.3849
H -6.242782 0.081632 -0.273878 0.0319 0.1383 0.3042
C -1.511268 -1.180590 1.782408 0.2549 0.8980 0.1928
C -1.540409 -0.804765 0.306729 -1.1682 -0.5662 0.6826
O -0.427913 -0.010012 -0.090525 0.3908 -0.6850 0.0801
C -0.560910 1.298200 -0.182306 -0.2563 0.9022 0.4903
O -1.560258 1.946312 0.013111 0.0847 -0.2896 -0.2963
O 0.642017 1.798077 -0.462766 -0.2293 -0.6770 -0.2116
C 0.737231 3.123322 -0.920063 0.7700 1.8462 -0.4855
H -2.439134 -1.655941 2.099255 0.0993 -0.4483 -0.3374
H -1.531014 -0.242841 2.350046 0.2763 -0.0363 0.0473
H -0.623857 -1.738359 2.080442 -0.0823 -0.1509 -0.0172
H -2.485392 -0.279629 0.186808 0.1801 0.3247 -0.4734
H -1.572039 -1.684129 -0.332592 0.2515 0.0312 -0.1155
H 1.665717 3.155289 -1.490820 -0.2951 0.1688 0.4102
H 0.851202 3.876041 -0.134103 -0.1078 -0.4686 0.3671
H -0.040830 3.522560 -1.571650 -0.4437 -0.7978 0.1012
C -0.841277 -5.235722 5.537254 0.1507 0.2353 -0.7512
C -0.796632 -4.487763 4.200388 -0.9837 -0.0193 0.2079
O 0.543999 -4.115061 3.921358 0.3231 0.0331 0.2691
C 1.148199 -4.584033 2.840139 0.0894 0.2282 -0.5362
O 0.652936 -5.251132 1.973693 -0.0803 -0.4315 -0.0291
O 2.387211 -4.102662 2.843137 0.1082 0.2556 0.5706
C 3.353813 -4.654892 1.974772 0.7276 -0.6900 -0.4308
H -0.268942 -4.731125 6.313119 -0.0202 0.0624 0.0033
H -0.391448 -6.207496 5.334375 -0.0228 -0.1078 0.3403
H -1.871345 -5.375244 5.862107 -0.0052 -0.0236 0.0066
H -1.368457 -3.556066 4.156546 -0.0013 -0.0264 0.4098
H -1.251938 -5.124211 3.438438 0.4941 0.0013 -0.2185
H 2.932996 -5.070854 1.060266 -0.2032 0.3281 -0.0284
H 3.891045 -5.479739 2.453397 -0.2489 0.0207 0.2773
H 4.106206 -3.894711 1.775447 -0.2918 0.2470 -0.1141
C 2.934437 2.502478 -3.422395 -0.3544 -1.4694 -1.1403
C 2.033225 3.383871 -4.245270 -0.2716 0.6973 1.1327
O 2.805086 3.866975 -5.353305 0.1129 -0.1932 0.1463
C 2.345672 4.943759 -5.964059 -0.4278 0.2866 -0.6910
O 1.364798 5.582405 -5.684950 -0.2874 0.1134 0.2627
O 3.125012 5.179867 -7.007643 1.6257 -0.3586 -0.1679
C 2.759216 6.123051 -7.994891 -0.7181 0.3399 -0.1622
H 3.871545 2.966648 -3.149972 -0.0113 0.2431 0.1217
H 3.130528 1.631528 -4.059563 0.4993 0.0278 0.0817
H 2.425422 2.053722 -2.568454 0.0903 0.3394 -0.1116
H 1.680796 4.221429 -3.638478 0.0898 0.0457 -0.3046
H 1.132247 2.879682 -4.590074 0.1403 -0.2132 -0.1554
H 1.815458 5.757911 -8.402088 -0.1095 0.6181 -0.1740
H 3.498024 6.178132 -8.792194 0.2441 -0.6986 0.2293
H 2.715847 7.149167 -7.626418 -0.4684 -0.1841 0.3628
```
Positions in Å, forces in eV/Å.

Calculated values
Energy relative to the best compared isomer or geometry (same formula, charge and spin) (kcal/mol): 15.3
E_tot (a.u.): -4595.293071
Charge: 0
SMILES string: CCOC(=O)OC.CCOC(=O)OC.CCOC(=O)OC.CCOC(=O)OC.CCOC(=O)OC.CCOC(=O)OC.CCOC(=O)OC.CCOC(=O)OC.CCOC(=O)OC.CCOC(=O)OC.CCOC(=O)OC.CCOC(=O)OC
Orbital gap (eV): 10.940

Mulliken population analysis, charges in e, atoms 1 to 99: 0.76 -0.26 -0.34 0.66 -0.44 -0.41 -0.50 -0.35 -0.65 0.27 0.06 0.31 0.26 0.12 0.27 0.04 -0.06 -0.08 0.60 -0.58 -0.24 -0.87 -0.02 -0.60 0.67 0.45 -0.22 0.30 0.33 0.27 -1.14 -0.19 -0.39 0.65 -0.57 -0.30 -0.71 0.37 0.30 0.31 0.30 0.32 0.47 0.43 0.08 -0.58 -0.54 -0.25 0.69 -0.62 -0.09 -0.82 0.36 0.45 -0.20 0.43 0.37 0.36 0.29 0.22 -0.96 0.55 -0.46 0.55 -0.05 -0.46 -0.26 0.31 0.46 0.00 0.41 -0.41 0.30 0.18 -0.01 -0.13 -0.12 -0.37 0.92 -0.57 -0.31 -0.72 -0.03 0.66 -0.46 0.61 -0.34 0.15 0.26 0.40 -0.02 -0.57 -0.40 0.78 -0.47 -0.44 -0.38 0.10 0.51

***

No. 2
Density functional theory data (ωB97M-V/def2-TZVPD) for 2 unconnected molecules or ions with the total composition C3H4F3N2.

```
12
Properties=species:S:1:pos:R:3:forces:R:3
C 1.973467 0.939353 0.357901 1.2269 1.9619 -1.3228
C 0.165197 -0.685739 0.441023 -1.2386 2.4339 -1.8490
C -1.513818 0.663990 -1.103229 -0.0927 -1.6662 2.0909
N 1.050091 0.116852 0.206723 -0.4218 -2.1713 1.6779
N -0.231028 -1.801175 0.916715 -0.5816 -0.9391 0.1612
F -2.486535 0.485854 -0.238565 -0.0335 0.2872 -0.3510
F -0.982407 1.824342 -1.046878 0.2561 0.4410 -0.3919
F -1.785079 0.181974 -2.259072 0.2744 0.2028 -0.3593
H 2.151943 1.700684 1.114493 -0.5406 -0.4948 0.4574
H 2.524520 1.030456 -0.549836 1.1219 0.3099 -0.3260
H -1.208497 -1.988614 0.727352 0.1578 -0.5563 0.3683
H 0.342145 -2.467978 1.433373 -0.1283 0.1912 -0.1558
```
Positions in Å, forces in eV/Å.

Calculated values
Energy relative to the best compared isomer or geometry (same formula, charge and spin) (kcal/mol): 75.3
E_tot (a.u.): -525.403674
Charge: +1
Orbital gap (spin up / spin down) (eV): 9.217 / 7.331

Okay, here come the natural (NBO) numbers, in e, for every atom: 0.02 0.53 1.07 -0.38 -0.76 -0.28 -0.26 -0.25 0.23 0.20 0.44 0.44

***

No. 3
Density functional theory data (ωB97M-V/def2-TZVPD) for a molecular structure, CdN4O12.

```
17
Properties=species:S:1:pos:R:3:forces:R:3
Cd 0.410140 -0.239301 -0.349179 0.2748 -0.4052 0.0813
N -2.586205 -0.177298 -1.495430 -0.8179 -0.6915 -2.1690
O -1.601784 -0.567417 -0.792702 -0.4998 0.0609 0.7907
O -2.892612 -0.911213 -2.452392 0.0738 -0.0720 0.0888
O -3.227032 0.834528 -1.280789 0.4759 0.2352 1.0542
N 0.576476 0.880183 2.701024 2.4480 -0.4774 2.8913
O 0.141913 0.455088 3.785374 -0.9980 0.1346 -0.6224
O 1.549146 1.654142 2.745708 -0.6204 0.2043 -1.2173
O 0.154196 0.386845 1.636764 -0.8597 0.1248 -0.1546
N 0.085318 2.931204 -1.344243 -0.6064 -1.7292 -0.2360
O -0.965142 2.946353 -1.976542 0.1376 0.9021 0.0261
O 0.696933 3.899171 -0.934641 -0.0273 0.4705 -0.0719
O 0.578241 1.752788 -1.116385 1.1129 0.4006 -0.1422
N 1.780793 -3.479737 0.223408 0.4264 0.3748 0.0082
O 2.082131 -4.160445 -0.751243 0.0346 -0.3231 -0.4205
O 1.022464 -2.468540 0.051031 -0.4375 0.7976 -0.1044
O 2.195032 -3.736346 1.350245 -0.1169 -0.0070 0.1976
```
Positions in Å, forces in eV/Å.

Calculated values
Energy relative to the best compared isomer or geometry (same formula, charge and spin) (kcal/mol): 23.4
E_tot (a.u.): -1289.272533
Charge: -2
Orbital gap (eV): 8.630

Okay, here come the natural (NBO) numbers, in e, for every atom: 1.81 0.73 -0.72 -0.52 -0.44 0.73 -0.50 -0.50 -0.68 0.74 -0.46 -0.47 -0.76 0.73 -0.50 -0.69 -0.49

***

No. 4
Density functional theory data (ωB97M-V/def2-TZVPD) for a molecular structure, AgI.

```
2
Properties=species:S:1:pos:R:3:forces:R:3
Ag -0.026101 0.187201 -1.352306 0.0030 -0.0152 0.1193
I 0.026101 -0.187201 1.352306 -0.0030 0.0152 -0.1193
```
Positions in Å, forces in eV/Å.

Calculated values
Expectation value of S²: 0.753
Energy relative to the best compared isomer or geometry (same formula, charge and spin) (kcal/mol): 0.0
E_tot (a.u.): -444.340231
2S+1: 2
Charge: +1
Orbital gap (spin up / spin down) (eV): 9.483 / 6.705

Okay, here come the natural (NBO) numbers, in e, for every atom: 0.85 0.15